[1]
A cluster of 2 separate species, C4H11N3 in total. Source: the Open Molecules 2025 dataset; level of theory: wB97M-V/def2-TZVPD.

Geometry as XYZ:
```
18
C4H11N3 (wB97M-V/def2-TZVPD)
H -1.03753 1.72449 0.64626
N 1.50666 -0.20925 -0.89108
C -0.81483 -1.48491 0.40172
N -0.45068 -0.09021 0.16239
C -0.40753 0.20618 -1.95707
H -0.22418 1.27073 -1.99229
H -0.07599 -2.11281 -0.08827
H -0.82954 -1.70433 1.47609
H 2.46708 0.07890 -1.05291
C 0.98341 0.20883 0.25255
H 0.85059 0.96803 2.24142
C 1.46986 0.80410 1.37043
H 2.51730 1.05662 1.44758
H -1.42090 0.59821 1.77802
H -1.45205 -0.05896 -1.83682
N -1.37809 0.77736 0.77323
H 0.10201 -0.36304 -2.71686
H -1.80559 -1.66995 -0.01440
```

- Kohn-Sham gap (alpha / beta): 7.38 / 7.38 eV
- HOMO level (alpha / beta): -0.261 / -0.261 Eh
- E_tot: -323.08097 Eh

[2]
A structure of composition C20H26N2O7P2Ti. Source: the Open Molecules 2025 dataset; level of theory: wB97M-V/def2-TZVPD.

Geometry as XYZ:
```
58
C20H26N2O7P2Ti (wB97M-V/def2-TZVPD)
H -1.86998 -1.86413 1.61421
H -1.77848 3.06533 -1.61265
C -0.11163 1.95648 -4.60897
C -0.45373 -1.64984 4.55893
C -0.99452 1.08731 -5.22878
H 1.67902 2.31950 -1.82552
N -0.03181 0.22073 1.40845
H -0.99239 3.83773 -0.22077
H -2.37205 -0.53707 -4.97362
H -2.15583 2.39295 2.23675
O 0.19140 -2.63720 0.09642
P 2.87015 -1.79797 -1.38140
H -2.68664 -0.58703 -1.38566
H -2.52697 3.01351 -0.00359
O 1.48743 -1.52704 -2.25732
Ti 0.56471 -0.85460 -0.32202
H -0.81937 1.86575 3.27906
C 1.07670 2.83975 -2.57367
C 1.43483 0.02724 3.34492
C 0.07710 1.92786 -3.23099
H 0.45485 2.66397 -5.20076
H -3.03756 -1.43172 -2.88275
H 0.59831 3.69069 -2.08275
H 1.45985 -4.91379 1.10825
H 0.94472 -1.77713 6.17570
H -2.61477 -2.14128 3.17963
C 0.74024 -1.35658 5.20039
P 0.95890 -3.78916 -0.68168
H 2.85898 0.46501 1.78128
C -2.23691 -0.98040 -2.29983
C -1.69544 0.15148 -4.48385
H 3.26659 1.13217 3.36235
O 2.48339 -3.23325 -0.73536
C -1.58149 2.97824 -0.54792
H 2.01018 1.88316 2.39246
C -0.73576 -1.12200 3.30453
C 2.44395 0.92271 2.68219
H 1.76028 3.24273 -3.31749
O 1.03749 -5.03805 0.24896
N -0.47325 0.85198 -1.09164
H 1.13682 -2.32164 -2.72134
H -2.64282 -0.53117 2.47591
C 1.67265 -0.52719 4.59895
H -0.62344 3.24390 2.17624
H -1.18015 -2.29739 5.03317
C -1.53030 0.07617 -3.10686
C -2.02980 -1.42795 2.60314
H -1.12616 1.12833 -6.30143
C -1.07402 2.25666 2.29834
C -0.66791 0.99675 -2.51074
O 0.42541 -4.04623 -2.01872
O 2.48672 -0.74677 -0.28597
H -1.56326 -1.80293 -2.02527
C -0.86588 1.71430 -0.23192
C 0.22497 -0.28795 2.73505
H 2.60230 -0.30013 5.10488
O 4.13878 -1.76762 -2.06509
C -0.61440 1.34281 1.21619
```

- Kohn-Sham gap (alpha / beta): 7.24 / 7.32 eV
- Multiplicity: 2
- ⟨S²⟩: 0.75
- HOMO level (alpha / beta): -0.446 / -0.450 Eh
- Net charge: +1
- E_tot: -2946.29149 Eh

[3]
A cluster of 15 separate species, C17H64BO18 in total at a distorted geometry. Source: the Open Molecules 2025 dataset; level of theory: wB97M-V/def2-TZVPD.

Geometry as XYZ:
```
100
C17H64BO18 (wB97M-V/def2-TZVPD)
H -2.29412 -3.39560 -5.68388
H -5.32289 -1.22752 -3.16710
C 0.56214 2.45385 -1.35118
H 7.13400 8.49274 -5.42270
O -3.64713 -8.66279 6.99392
H -0.68378 -2.78706 5.47284
H -5.25579 -1.99531 0.32303
H -5.10901 0.29554 -2.29014
H 1.03155 -3.72046 0.19282
H 2.59700 -2.57429 -0.35437
O 9.06594 6.47755 -6.35410
H -0.41221 2.94521 -1.41665
C -1.93103 -0.15783 9.04064
H 5.94855 6.61389 -6.46666
H -1.21879 -4.54570 6.90868
C -1.59410 2.16284 -3.98983
C -4.79158 -0.41982 4.75956
H -1.04869 2.58534 -3.15789
H 7.29095 10.20107 -4.96193
O 1.49722 -2.50650 2.07902
H -1.06801 0.26325 8.53211
H 6.90532 5.17815 -6.91596
H -2.57140 2.65055 -4.06504
O -3.96302 0.73838 4.79138
H -6.38741 -0.64834 0.54695
H 3.68718 3.51139 -4.92697
H -3.29877 -5.36041 6.29717
H -0.75125 -1.10649 6.05111
H -0.09823 0.70095 -1.87470
H 10.45857 5.55698 -5.10900
H 0.23927 -1.13432 -0.46969
C -5.79559 -0.27820 -2.90623
H 1.12286 2.61364 -2.27598
H -2.12322 -6.66311 6.60850
H -4.36597 -1.20529 5.39249
H 1.96543 -0.54328 1.77802
H -2.46625 -6.15594 4.94372
O -6.98935 -0.49033 -2.15084
C -2.64315 -2.80630 -4.83205
H -7.01807 -2.28399 0.28537
H 1.44594 3.31531 -5.47029
O 4.88089 4.83839 -6.59248
O -2.04571 -1.51896 8.64266
H -1.78151 -0.07841 10.12205
O 4.25604 -3.00152 1.28750
H 2.79895 -0.84693 -0.53129
H -1.79128 -2.32679 -4.35836
O -1.75359 0.76834 -3.74702
H -0.27202 -0.42515 1.11038
H 9.72861 7.07623 -6.71174
C -6.21796 -1.70087 0.74940
H 6.35418 9.07367 -3.93605
C -2.35707 -5.81116 5.96864
H -6.05529 -2.82791 2.33292
H -2.82110 0.40746 8.75322
H -4.88927 -0.78351 3.73903
C 6.08630 5.54402 -6.29565
O 5.45144 9.60822 -5.72781
H -3.10210 0.46550 4.44697
H -1.02554 2.32486 -4.90911
H -7.59446 -1.00060 -2.69669
H 1.11430 2.87367 -0.51230
O 3.99979 -1.67008 0.88990
B 0.58813 -3.39988 1.30868
H -2.81093 -1.89345 9.08877
O 0.39178 1.06033 -1.12449
H 6.32991 5.37931 -5.24868
C 6.62307 9.33501 -4.96259
H -2.41887 -10.28298 6.55242
O -0.52140 -2.43526 0.97658
O -3.54175 -1.77958 -5.26164
O 1.67187 3.17427 -4.54613
H -5.77622 -0.14757 5.13797
O -6.21190 -1.89410 2.16340
H -4.39770 -9.06371 6.54539
H 10.26341 4.81326 -6.71856
H -2.23710 0.38270 -4.48599
C 0.18675 -1.27572 0.60779
O -1.17139 -1.34961 4.06615
H 2.74870 4.95414 -4.47748
H 0.24480 -4.39295 1.92565
O -1.30905 -4.84824 5.99946
H 3.58977 -3.17970 1.97669
H 8.99572 4.62993 -5.49147
C -2.78069 -9.71153 7.41107
H 4.99981 10.35217 -5.31871
C -0.45163 -1.75142 5.22409
H -3.28924 -10.38486 8.10714
H -6.00868 0.28416 -3.82002
C 2.76110 -1.65800 0.20056
H 4.67496 4.99228 -7.51918
H -0.90077 -1.92779 3.33663
C 9.74205 5.30860 -5.89562
H -1.93107 -9.25846 7.91536
H 0.62440 -1.64687 5.05321
H 3.14817 3.73190 -3.24929
C 1.64501 -1.41025 1.19209
H -3.12525 -3.46417 -4.10640
C 2.88516 3.88576 -4.29374
H -4.29766 -2.20394 -5.67740
```

- Kohn-Sham gap: 5.56 eV
- HOMO level: -0.146 Eh
- Net charge: -1
- E_tot: -2064.96489 Eh

[4]
A cluster of 5 separate species, C3H15NO4 in total at a distorted geometry. Source: the Open Molecules 2025 dataset; level of theory: wB97M-V/def2-TZVPD.

Geometry as XYZ:
```
23
C3H15NO4 (wB97M-V/def2-TZVPD)
H 1.28106 1.82429 0.34493
C -2.07954 0.93923 -1.27746
H 0.74481 1.55479 -1.52182
C -1.96932 -0.30025 -0.83451
O 1.39449 2.07791 -2.03775
O 0.47779 2.12541 0.74378
O 1.20457 -0.28482 3.15375
H 1.87889 -1.25297 1.66984
H 0.41058 -0.82972 3.16261
O 2.25244 -1.55136 0.80799
H -0.21175 2.27644 0.10513
H 0.93503 2.86370 -2.34713
H 0.75076 0.56243 3.00428
H 2.64994 -0.87885 0.24614
N -0.66990 -0.86464 -0.73894
H 0.41728 -2.53888 0.08903
C -0.60709 -2.15552 -0.08894
H -0.90761 -2.08084 0.95030
H -1.08148 -2.97691 -0.63648
H -1.20348 1.49555 -1.61927
H -2.70088 -0.87165 -0.27476
H -2.86267 1.67577 -1.32999
H -0.10393 -0.80910 -1.57074
```

- Kohn-Sham gap: 9.01 eV
- SMILES: C=CNC.O.O.O.O
- HOMO level: -0.313 Eh
- E_tot: -478.94563 Eh